Here is a molecular structure, C6H11NNiO7 in a non-equilibrium geometry from the OMol25 dataset. Energies are from ωB97M-V/def2-TZVPD.

<S²>: 2.007
Total charge: -2
Energy in Eh: -2324.89692
Frontier orbital gap (alpha / beta) in Ha: 0.14018 / 0.14700
Spin multiplicity: 3
Maximum force in hartree/bohr: 0.1902
E_HOMO (alpha / beta) in eV: 0.840 / 0.642

Positions of all 26 atoms, in Å:
Ni: 1.2059 0.2639 -0.3651
C: 2.6941 -1.4310 -1.5515
O: 3.6086 -1.6922 -2.2844
O: 1.6770 -0.9558 -2.0137
O: 2.9460 -0.9988 -0.3953
C: 1.9798 2.5753 -0.2942
O: 2.1672 1.8995 -1.2570
O: 1.4498 1.9950 0.6512
O: 2.2971 3.7513 -0.4324
C: -1.6247 -1.8506 2.0415
C: -0.8265 -1.2368 0.7875
C: -1.6452 -0.0353 0.1016
O: -0.7585 0.4996 -0.9702
C: -1.3664 1.5907 -1.6180
N: 0.4109 -0.7537 1.3101
H: -1.9151 -1.1289 2.8050
H: -1.0852 -2.6844 2.4908
H: -2.6111 -2.2059 1.7434
H: -0.7212 -2.0651 0.0869
H: -1.8250 0.7053 0.8809
H: -2.6145 -0.4613 -0.1573
H: -1.5098 2.4572 -0.9726
H: -2.3422 1.3528 -2.0415
H: -0.7767 1.8252 -2.5042
H: 0.8512 -1.3933 1.9560
H: 0.3343 -0.0226 2.0027